(1)
Molecular formula: C45H66BrF6GeN5P4Sr
Method: DFT, ωB97M-V/def2-TZVPD

Each line ends with the Löwdin charge.
Positions of all 129 atoms, in Å:
1 Sr 0.210 -2.880 -0.937  1.1545
2 C -3.933 -3.622 1.822  -0.0967
3 C -3.670 -3.492 0.325  -0.5154
4 C -2.953 -4.739 -0.191  -0.1135
5 P -2.742 -1.968 -0.230  1.0202
6 C -2.769 -0.933 1.256  -0.4204
7 N -2.012 0.335 1.266  -0.0905
8 Ge -0.418 0.860 0.120  1.1578
9 N -0.833 2.143 -1.061  -0.1741
10 C -0.635 2.018 -2.508  -0.3812
11 P 1.139 1.768 -2.881  1.0878
12 C 1.070 1.534 -4.699  -0.5570
13 C 0.621 0.123 -5.059  -0.1253
14 C 0.231 2.589 -5.427  -0.0957
15 C 1.920 3.448 -2.755  -0.5246
16 C 0.995 4.578 -2.308  -0.0889
17 C 3.159 3.395 -1.871  -0.1144
18 C -1.823 3.025 -0.574  -0.2324
19 C -2.816 3.662 -1.319  0.0056
20 C -3.708 4.502 -0.676  -0.0433
21 C -3.650 4.703 0.702  -0.0372
22 C -2.673 4.059 1.448  0.0063
23 C -1.776 3.253 0.788  -0.1729
24 N -0.699 2.519 1.453  -0.0665
25 C -1.082 1.962 2.714  -0.1879
26 C -0.747 2.507 3.940  0.0174
27 C -1.243 1.917 5.086  -0.0462
28 C -2.064 0.801 4.984  -0.0556
29 C -2.348 0.233 3.754  -0.0132
30 C -1.830 0.811 2.578  -0.2378
31 C 0.544 3.225 1.510  -0.2098
32 C 0.630 4.585 1.755  -0.0025
33 C 1.871 5.161 1.912  -0.0471
34 C 2.995 4.350 1.832  -0.0470
35 C 2.892 3.007 1.511  -0.0275
36 C 1.633 2.418 1.299  -0.2356
37 N 1.402 1.076 0.893  -0.1078
38 C 2.570 0.491 0.185  -0.4404
39 P 2.702 -1.319 0.103  0.9942
40 C 3.274 -1.814 1.802  -0.5353
41 C 3.818 -0.686 2.676  -0.0939
42 C 4.246 -2.993 1.739  -0.1071
43 C 4.140 -1.500 -1.028  -0.5513
44 C 3.665 -1.404 -2.482  -0.1122
45 C 5.313 -0.562 -0.760  -0.0846
46 C -3.934 -1.222 -1.405  -0.5500
47 C -3.296 -0.151 -2.264  -0.1155
48 C -5.200 -0.701 -0.731  -0.0921
49 H -4.458 -4.558 2.009  0.0941
50 H -4.551 -2.821 2.226  0.0791
51 H -3.006 -3.664 2.399  0.0664
52 H -4.634 -3.420 -0.190  0.1095
53 H -1.963 -4.842 0.268  0.0564
54 H -2.828 -4.734 -1.271  0.0620
55 H -3.517 -5.633 0.075  0.0945
56 H -2.436 -1.591 2.058  0.0341
57 H -3.809 -0.673 1.487  0.1035
58 H -1.003 2.925 -2.983  0.0732
59 H -1.196 1.190 -2.933  0.0621
60 H 2.116 1.660 -5.003  0.1127
61 H -0.455 0.006 -4.914  0.0660
62 H 1.121 -0.638 -4.458  0.0489
63 H 0.826 -0.092 -6.105  0.0941
64 H -0.832 2.445 -5.229  0.0777
65 H 0.364 2.501 -6.505  0.0915
66 H 0.495 3.610 -5.155  0.0692
67 H 2.255 3.653 -3.779  0.1038
68 H 0.603 4.401 -1.305  0.0631
69 H 0.151 4.737 -2.980  0.0720
70 H 1.553 5.515 -2.273  0.0924
71 H 2.888 3.194 -0.840  0.0364
72 H 3.682 4.352 -1.890  0.0926
73 H 3.864 2.626 -2.193  0.0719
74 H -2.909 3.489 -2.381  0.1172
75 H -4.471 4.997 -1.259  0.1179
76 H -4.359 5.356 1.189  0.1170
77 H -2.616 4.184 2.521  0.1307
78 H -0.119 3.386 3.995  0.1271
79 H -1.015 2.343 6.052  0.1174
80 H -2.491 0.368 5.878  0.1168
81 H -2.998 -0.624 3.702  0.1018
82 H -0.272 5.177 1.836  0.1269
83 H 1.961 6.216 2.118  0.1174
84 H 3.974 4.774 2.007  0.1199
85 H 3.792 2.422 1.450  0.1070
86 H 3.486 0.843 0.638  0.0512
87 H 2.590 0.840 -0.856  0.0135
88 H 2.362 -2.176 2.291  0.0680
89 H 4.773 -0.305 2.314  0.0762
90 H 3.990 -1.064 3.685  0.0910
91 H 3.126 0.151 2.764  0.0637
92 H 5.231 -2.681 1.392  0.0823
93 H 3.905 -3.796 1.082  0.0475
94 H 4.372 -3.416 2.736  0.0898
95 H 4.475 -2.531 -0.863  0.1021
96 H 3.314 -0.400 -2.730  0.0467
97 H 2.850 -2.098 -2.716  0.0550
98 H 4.485 -1.644 -3.159  0.0949
99 H 5.085 0.456 -1.082  0.0746
100 H 6.185 -0.886 -1.329  0.0953
101 H 5.604 -0.533 0.288  0.0641
102 H -4.185 -2.072 -2.049  0.1079
103 H -2.919 0.663 -1.645  0.0453
104 H -4.033 0.283 -2.940  0.1017
105 H -2.483 -0.554 -2.865  0.0517
106 H -4.996 0.199 -0.147  0.0802
107 H -5.674 -1.436 -0.080  0.0767
108 H -5.929 -0.428 -1.493  0.0935
109 C -0.390 -3.033 5.108  -0.0140
110 C 0.076 -3.704 3.849  -0.2244
111 C 0.707 -4.947 3.845  0.0254
112 C 1.166 -5.511 2.668  -0.0558
113 C 0.953 -4.786 1.511  -0.7063
114 Br 1.604 -5.490 -0.165  0.8278
115 N 0.340 -3.617 1.461  -0.1158
116 C -0.085 -3.089 2.621  -0.1045
117 H -0.592 -3.758 5.895  0.0932
118 H -1.299 -2.459 4.928  0.0713
119 H 0.364 -2.342 5.486  0.0977
120 H 0.846 -5.484 4.775  0.1368
121 H 1.661 -6.469 2.649  0.1215
122 H -0.563 -2.119 2.559  0.1086
123 F -0.471 -2.031 -2.908  -0.4318
124 P -0.930 -3.444 -3.866  0.2240
125 F -0.708 -4.351 -2.398  -0.4005
126 F 0.640 -3.629 -4.087  -0.1213
127 F -2.413 -3.176 -3.360  -0.1156
128 F -1.310 -4.771 -4.602  -0.0580
129 F -1.102 -2.512 -5.111  -0.0691

Properties
E_HOMO, eV: -13.09
Total charge: +2
LUMO, eV: -7.6
Energy relative to the best compared isomer or geometry (same formula, charge and spin), eV: 0.575

---

(2)
Molecular formula: C45H67F3N2O14S7
Method: DFT, ωB97M-V/def2-TZVPD

Each line ends with the Löwdin charge.
Positions of all 138 atoms, in Å:
1 C 8.634 -0.511 3.659  -0.1252
2 O 8.726 0.109 2.400  -0.1939
3 C 8.032 1.357 2.359  -0.2172
4 C 6.552 1.118 2.048  -0.1996
5 C 5.856 2.331 1.416  -0.1785
6 C 4.341 2.163 1.099  -0.1470
7 C 3.746 0.823 1.527  -0.1847
8 N 2.325 0.696 1.266  -0.0336
9 C 1.447 1.701 1.690  -0.2202
10 C 1.580 2.352 2.907  0.0301
11 C 0.707 3.368 3.240  -0.2384
12 N 0.855 4.103 4.492  0.1038
13 C 1.082 3.443 5.486  -0.7733
14 S 1.621 2.567 6.670  0.7298
15 C -0.331 3.739 2.409  0.0228
16 C -0.491 3.087 1.190  -0.2181
17 C -1.630 3.450 0.271  -0.1492
18 C -2.921 2.734 0.728  -0.1513
19 C -2.950 1.221 0.451  -0.1163
20 C -2.481 0.380 1.603  -0.5025
21 O -1.863 -0.653 1.495  0.0973
22 O -2.836 0.817 2.844  0.0858
23 C 0.415 2.091 0.831  -0.3514
24 S 0.339 1.257 -0.747  1.0651
25 C 0.811 -0.384 -0.245  -0.4298
26 C 0.211 -1.476 -0.834  -0.1007
27 C 0.550 -2.753 -0.423  -0.0581
28 C 1.487 -2.891 0.590  -0.0204
29 C 2.085 -1.793 1.188  -0.1006
30 C 3.057 -2.016 2.329  -0.0881
31 O 3.314 -3.427 2.486  0.0395
32 C 3.801 -3.773 3.692  -0.7215
33 F 4.484 -4.915 3.553  0.1603
34 F 4.611 -2.860 4.229  0.1697
35 F 2.796 -4.031 4.548  0.1610
36 C 1.772 -0.496 0.760  -0.1729
37 H 9.390 -0.126 4.356  0.0883
38 H 7.650 -0.383 4.122  0.0808
39 H 8.810 -1.583 3.566  0.0869
40 H 8.144 1.805 3.352  0.1222
41 H 8.498 1.977 1.593  0.1232
42 H 6.053 0.919 3.003  0.1024
43 H 6.438 0.203 1.466  0.1203
44 H 6.041 3.198 2.053  0.1128
45 H 6.369 2.531 0.470  0.1080
46 H 3.779 2.998 1.518  0.1038
47 H 4.236 2.228 0.013  0.1163
48 H 4.273 0.027 1.009  0.1206
49 H 3.955 0.688 2.599  0.1125
50 H 2.375 2.068 3.587  0.1178
51 H -1.013 4.536 2.675  0.1291
52 H -1.432 3.176 -0.764  0.0704
53 H -1.861 4.516 0.315  0.1212
54 H -3.096 2.899 1.793  0.1118
55 H -3.765 3.182 0.205  0.0968
56 H -4.001 0.944 0.338  0.1189
57 H -2.466 0.928 -0.467  0.0812
58 H -2.761 0.034 3.407  0.1184
59 H -0.539 -1.305 -1.597  0.1118
60 H 0.063 -3.609 -0.868  0.1086
61 H 1.711 -3.897 0.917  0.1155
62 H 2.661 -1.581 3.251  0.1506
63 H 4.020 -1.554 2.128  0.1094
64 O -6.100 2.750 -1.228  -0.3175
65 S -5.390 1.892 -2.149  0.6810
66 O -3.978 1.640 -1.986  -0.3271
67 C -6.263 0.345 -2.285  -0.2339
68 C -7.256 0.573 -3.421  -0.2099
69 C -6.482 1.323 -4.515  -0.2082
70 C -5.706 2.455 -3.829  -0.2097
71 H -6.727 0.108 -1.332  0.0580
72 H -5.536 -0.425 -2.545  0.1183
73 H -7.663 -0.368 -3.786  0.1163
74 H -8.088 1.188 -3.069  0.1179
75 H -5.784 0.639 -5.002  0.1051
76 H -7.144 1.714 -5.286  0.1139
77 H -4.755 2.659 -4.315  0.0919
78 H -6.294 3.369 -3.766  0.1041
79 O -1.405 4.221 -5.494  -0.3232
80 S -1.306 4.819 -4.183  0.6661
81 O -2.298 4.542 -3.181  -0.3130
82 C 0.329 4.502 -3.523  -0.2246
83 C 1.166 5.680 -4.010  -0.2175
84 C 0.292 6.926 -3.817  -0.2122
85 C -1.101 6.597 -4.366  -0.2156
86 H 0.685 3.537 -3.877  0.1090
87 H 0.249 4.494 -2.435  0.1007
88 H 2.103 5.754 -3.461  0.1167
89 H 1.404 5.556 -5.069  0.1189
90 H 0.223 7.161 -2.754  0.1177
91 H 0.713 7.796 -4.318  0.1138
92 H -1.892 7.098 -3.813  0.1029
93 H -1.185 6.832 -5.425  0.1033
94 O -6.146 -3.629 -0.007  -0.3055
95 S -6.860 -2.554 0.628  0.6840
96 O -6.947 -1.250 0.012  -0.3358
97 C -8.503 -3.125 1.048  -0.2281
98 C -8.348 -3.718 2.445  -0.2197
99 C -7.458 -2.736 3.221  -0.2117
100 C -6.271 -2.380 2.316  -0.2142
101 H -8.838 -3.842 0.302  0.1085
102 H -9.162 -2.256 1.057  0.1084
103 H -9.314 -3.856 2.928  0.1152
104 H -7.858 -4.692 2.384  0.1200
105 H -8.028 -1.834 3.453  0.1175
106 H -7.117 -3.159 4.164  0.1141
107 H -5.929 -1.359 2.466  0.1004
108 H -5.441 -3.071 2.447  0.1073
109 O -2.148 -0.968 -8.043  -0.3203
110 S -2.996 0.191 -7.922  0.6647
111 O -4.335 0.087 -7.394  -0.3343
112 C -2.106 1.468 -7.041  -0.2371
113 C -1.369 2.234 -8.133  -0.2231
114 C -2.373 2.399 -9.281  -0.2120
115 C -3.041 1.037 -9.509  -0.2210
116 H -1.445 1.013 -6.307  0.1116
117 H -2.839 2.101 -6.544  0.0935
118 H -1.010 3.193 -7.767  0.0952
119 H -0.507 1.657 -8.477  0.1205
120 H -3.128 3.136 -8.999  0.1170
121 H -1.892 2.756 -10.191  0.1120
122 H -4.076 1.132 -9.827  0.0998
123 H -2.488 0.429 -10.222  0.1024
124 O 6.258 -10.353 6.760  -0.3206
125 S 7.193 -9.271 6.591  0.6600
126 O 8.534 -9.353 7.108  -0.3263
127 C 7.248 -8.827 4.857  -0.2313
128 C 6.149 -7.781 4.699  -0.2255
129 C 6.272 -6.857 5.917  -0.2177
130 C 6.421 -7.748 7.157  -0.2190
131 H 7.094 -9.716 4.251  0.1073
132 H 8.231 -8.402 4.658  0.1071
133 H 6.252 -7.232 3.764  0.1100
134 H 5.170 -8.265 4.701  0.1216
135 H 7.158 -6.228 5.808  0.1182
136 H 5.412 -6.196 6.010  0.1065
137 H 7.052 -7.295 7.917  0.1011
138 H 5.454 -8.007 7.586  0.1037

Properties
E_HOMO, eV: -7.69
Total charge: 0
SMILES: COCCCCCN1c2cc(N=C=S)cc(CCCC(=O)O)c2Sc2cccc(COC(F)(F)F)c21.O=S1(=O)CCCC1.O=S1(=O)CCCC1.O=S1(=O)CCCC1.O=S1(=O)CCCC1.O=S1(=O)CCCC1
LUMO, eV: 0.2

---

(3)
Molecular formula: C45H67N9O2
Method: DFT, ωB97M-V/def2-TZVPD

Each line ends with the Löwdin charge.
Positions of all 123 atoms, in Å:
1 C 3.261 2.826 -0.258  -0.0109
2 C 3.248 4.161 -1.005  -0.3203
3 C 4.219 5.217 -0.460  -0.1069
4 N 2.455 4.375 -2.012  0.1063
5 C 1.138 4.637 -1.535  -0.1925
6 C 0.879 5.833 -0.977  0.0623
7 C -0.434 6.232 -0.401  -0.3301
8 O -0.617 7.362 0.006  0.0760
9 C -1.505 5.156 -0.335  -0.0976
10 C -2.676 5.489 0.344  0.0049
11 C -3.704 4.512 0.385  -0.0459
12 C -3.473 3.285 -0.235  -0.0736
13 C -2.288 2.965 -0.897  -0.0119
14 C -1.272 3.915 -0.943  -0.0935
15 C 0.034 3.603 -1.647  -0.2681
16 O 0.150 2.579 -2.280  0.1013
17 H 3.067 1.974 -0.914  0.0720
18 H 4.235 2.718 0.233  0.0752
19 H 2.507 2.900 0.546  0.0983
20 H 4.433 5.973 -1.221  0.0935
21 H 5.096 4.747 -0.051  0.0404
22 H 3.640 5.709 0.329  0.0797
23 H 1.675 6.577 -0.926  0.1233
24 H -2.747 6.473 0.802  0.0975
25 H -4.634 4.775 0.886  0.0841
26 H -4.294 2.567 -0.214  0.0789
27 H -2.182 1.988 -1.363  0.1164
28 C -5.495 -1.331 0.800  -0.1114
29 C -7.006 -1.162 0.689  -0.2621
30 C -7.411 0.150 0.009  -0.1901
31 C -6.914 1.303 0.775  -0.2288
32 N -6.525 2.202 1.375  0.1617
33 H -5.047 -0.551 1.420  0.0698
34 H -5.254 -2.289 1.261  0.0731
35 H -5.025 -1.301 -0.185  0.0678
36 H -7.445 -1.209 1.688  0.1124
37 H -7.417 -1.998 0.118  0.0961
38 H -8.497 0.220 -0.061  0.1172
39 H -7.002 0.198 -1.002  0.1095
40 C 8.556 8.465 1.031  -0.1101
41 C 7.490 9.030 1.963  -0.2620
42 C 6.725 7.941 2.724  -0.1741
43 C 6.032 7.049 1.783  -0.1324
44 N 5.489 6.352 1.043  0.1450
45 H 8.116 7.841 0.251  0.0707
46 H 9.094 9.273 0.535  0.0728
47 H 9.282 7.864 1.583  0.0773
48 H 6.790 9.633 1.382  0.1124
49 H 7.964 9.697 2.686  0.1077
50 H 5.985 8.392 3.386  0.1184
51 H 7.408 7.348 3.334  0.1214
52 C 1.490 -2.155 -0.939  -0.1070
53 C 2.223 -1.492 -2.100  -0.2559
54 C 3.673 -1.973 -2.242  -0.1769
55 C 4.440 -1.664 -1.027  -0.2191
56 N 5.043 -1.426 -0.076  0.1516
57 H 1.957 -1.915 0.019  0.0693
58 H 0.458 -1.806 -0.893  0.0726
59 H 1.477 -3.241 -1.051  0.0771
60 H 2.207 -0.409 -1.961  0.1013
61 H 1.689 -1.704 -3.028  0.1102
62 H 4.151 -1.484 -3.091  0.1184
63 H 3.704 -3.051 -2.411  0.1209
64 C 7.660 -5.810 2.390  -0.1209
65 C 7.347 -4.548 1.598  -0.2461
66 C 5.852 -4.391 1.304  -0.1866
67 C 5.373 -5.533 0.510  -0.2308
68 N 4.999 -6.426 -0.111  0.1371
69 H 7.386 -6.701 1.837  0.0216
70 H 8.724 -5.875 2.603  0.0623
71 H 7.120 -5.815 3.342  0.0822
72 H 7.907 -4.568 0.660  0.1144
73 H 7.692 -3.677 2.157  0.1099
74 H 5.667 -3.473 0.746  0.0599
75 H 5.282 -4.342 2.234  0.1228
76 C -9.071 -3.284 -3.458  -0.1098
77 C -8.143 -2.091 -3.647  -0.2581
78 C -6.701 -2.498 -3.972  -0.1775
79 C -6.129 -3.303 -2.880  -0.2143
80 N -5.683 -3.924 -2.022  0.1627
81 H -8.764 -3.902 -2.614  0.0425
82 H -10.088 -2.948 -3.258  0.0778
83 H -9.091 -3.912 -4.351  0.0809
84 H -8.156 -1.481 -2.740  0.0939
85 H -8.522 -1.466 -4.458  0.1100
86 H -6.081 -1.611 -4.111  0.1175
87 H -6.666 -3.082 -4.893  0.1214
88 C -2.804 9.846 2.265  -0.1081
89 C -4.097 10.192 2.997  -0.2647
90 C -4.833 8.954 3.523  -0.1861
91 C -5.199 8.066 2.411  -0.2226
92 N -5.487 7.378 1.538  0.1647
93 H -2.993 9.241 1.377  0.0662
94 H -2.300 10.755 1.935  0.0734
95 H -2.119 9.297 2.914  0.0788
96 H -4.751 10.749 2.324  0.1110
97 H -3.868 10.850 3.838  0.1057
98 H -5.741 9.248 4.050  0.1154
99 H -4.201 8.402 4.221  0.1193
100 C -7.857 -7.693 0.863  -0.1117
101 C -7.172 -8.062 -0.448  -0.2625
102 C -7.251 -6.945 -1.496  -0.1948
103 C -8.654 -6.648 -1.817  -0.2402
104 N -9.752 -6.420 -2.070  0.1513
105 H -8.925 -7.521 0.722  0.0697
106 H -7.752 -8.501 1.587  0.0711
107 H -7.418 -6.792 1.295  0.0764
108 H -7.628 -8.971 -0.845  0.1102
109 H -6.122 -8.288 -0.252  0.1078
110 H -6.737 -7.247 -2.408  0.1177
111 H -6.773 -6.037 -1.125  0.0823
112 C 8.726 -10.645 -1.010  -0.1118
113 C 7.851 -10.575 0.237  -0.2619
114 C 7.502 -9.139 0.641  -0.1904
115 C 8.725 -8.378 0.941  -0.2505
116 N 9.689 -7.795 1.169  0.1626
117 H 9.690 -10.161 -0.849  0.0701
118 H 8.924 -11.683 -1.278  0.0709
119 H 8.237 -10.163 -1.859  0.0773
120 H 8.364 -11.075 1.061  0.1106
121 H 6.925 -11.125 0.056  0.1078
122 H 6.865 -9.139 1.527  0.1192
123 H 6.961 -8.634 -0.161  0.1087

Properties
E_HOMO, eV: -7.72
Total charge: 0
SMILES: CC(C)=NC1=CC(=O)c2ccccc2C1=O.CCCC#N.CCCC#N.CCCC#N.CCCC#N.CCCC#N.CCCC#N.CCCC#N.CCCC#N
LUMO, eV: -0.4

---

Respective HOMO-LUMO gap values: 5.53, 7.90, 7.29 eV.